Entry 1:
Computed, not measured: a cluster of 7 separate species, C29H76N4O11 in total in a non-equilibrium geometry, with ωB97M-V/def2-TZVPD.

```
! RIJCOSX wB97M-V def2-TZVPD def2/J DEFGRID3
* xyz 0 1
C 1.437 -0.776 8.545
O 1.050 -2.031 7.934
C 0.236 -2.833 8.730
C -0.026 -4.101 7.858
N 1.232 -4.565 7.213
C 0.981 -5.159 5.882
C 0.473 -4.158 4.783
O -0.939 -4.128 4.666
C -1.499 -5.163 3.832
H 1.965 -0.011 7.975
H 2.100 -0.981 9.386
H 0.490 -0.347 8.873
H -0.757 -2.417 8.899
H 0.741 -3.092 9.661
H -0.850 -3.927 7.167
H -0.344 -4.947 8.468
H 1.833 -3.755 7.146
H 0.318 -6.006 6.056
H 1.930 -5.679 5.748
H 0.916 -4.312 3.799
H 0.791 -3.151 5.053
H -1.336 -6.164 4.233
H -1.034 -5.092 2.849
H -2.563 -4.970 3.697
C -0.789 -5.299 -3.048
O 0.517 -5.689 -2.687
C 0.547 -6.635 -1.582
C 1.965 -6.778 -1.010
N 2.375 -5.582 -0.379
C 3.806 -5.587 0.032
C 4.271 -4.213 0.395
O 4.169 -3.289 -0.705
C 4.383 -2.009 -0.287
H -0.692 -4.688 -3.945
H -1.348 -4.727 -2.307
H -1.396 -6.110 -3.452
H 0.317 -7.622 -1.982
H -0.169 -6.279 -0.841
H 2.539 -6.927 -1.925
H 1.905 -7.576 -0.270
H 2.153 -4.757 -0.918
H 4.500 -6.054 -0.667
H 3.786 -6.236 0.907
H 5.344 -4.239 0.588
H 3.765 -3.851 1.289
H 4.633 -1.396 -1.153
H 5.285 -1.858 0.306
H 3.558 -1.626 0.312
C -1.246 2.988 -5.012
O -2.621 2.997 -4.618
C -3.351 1.880 -4.965
C -4.748 1.965 -4.333
N -4.552 2.007 -2.861
C -5.846 2.412 -2.297
C -5.726 2.545 -0.776
O -4.904 3.700 -0.460
C -4.451 3.643 0.902
H -1.145 2.731 -6.067
H -0.707 2.242 -4.427
H -0.829 3.965 -4.767
H -2.799 0.994 -4.651
H -3.504 1.875 -6.044
H -5.263 1.063 -4.663
H -5.282 2.821 -4.744
H -3.880 2.742 -2.694
H -6.661 1.723 -2.519
H -6.183 3.384 -2.659
H -5.397 1.590 -0.368
H -6.701 2.680 -0.307
H -3.498 3.117 0.854
H -5.170 3.319 1.654
H -4.176 4.659 1.186
C -0.987 7.227 -1.655
O 0.259 7.359 -1.020
C 1.325 6.529 -1.530
C 2.591 6.743 -0.786
N 3.391 7.805 -1.465
C 4.469 8.219 -0.553
C 5.601 7.203 -0.387
O 6.490 6.970 -1.460
C 7.133 8.142 -2.009
H -0.963 7.462 -2.719
H -1.647 7.891 -1.098
H -1.318 6.189 -1.697
H 1.477 6.724 -2.592
H 0.990 5.498 -1.417
H 3.041 5.751 -0.833
H 2.362 7.132 0.206
H 2.754 8.557 -1.684
H 4.164 8.693 0.381
H 4.853 9.124 -1.024
H 5.207 6.224 -0.116
H 6.292 7.375 0.438
H 7.809 8.647 -1.319
H 6.509 8.902 -2.478
H 7.674 7.745 -2.868
C -0.955 0.557 -0.850
C -1.401 -0.886 -1.201
C -0.891 -1.987 -0.225
O -2.832 -0.940 -1.255
H -1.425 0.944 0.054
H -1.183 1.211 -1.692
H 0.097 0.701 -0.603
H -1.082 -1.175 -2.202
H -1.337 -1.913 0.767
H 0.198 -2.006 -0.187
H -1.248 -2.935 -0.626
H -3.105 -0.233 -1.844
C -7.271 -2.986 -0.530
O -6.104 -2.960 0.264
H -6.832 -3.280 -1.483
H -8.040 -3.699 -0.233
H -7.851 -2.098 -0.780
H -5.424 -2.435 -0.165
C 1.855 -1.426 -4.642
O 3.019 -0.997 -5.299
H 0.967 -1.346 -5.270
H 1.947 -2.447 -4.271
H 1.699 -0.807 -3.758
H 3.791 -1.217 -4.772
*
```

HOMO energy ... -8.28 eV
Kohn-Sham gap ... 8.72 eV
Calculated total energy ... -59779.189 eV
LUMO ... 0.44 eV
Relative energy (zero: lowest compared OMol25 entry of this formula, charge and spin) ... 220.3 kcal/mol

***

Entry 2:
Computed, not measured: a cluster of 7 separate species, C29H76N4O9 in total in a non-equilibrium geometry, with ωB97M-V/def2-TZVPD.

```
! RIJCOSX wB97M-V def2-TZVPD def2/J DEFGRID3
* xyz 0 1
C -0.066 -1.878 -2.496
O 1.170 -2.257 -2.924
C 2.316 -1.918 -2.111
C 2.213 -2.562 -0.591
C 3.243 -1.948 0.280
N 2.529 -3.987 -0.532
H -0.334 -2.591 -1.716
H -0.876 -2.091 -3.194
H -0.374 -0.885 -2.169
H 3.236 -2.102 -2.666
H 2.310 -0.841 -1.940
H 1.184 -2.302 -0.340
H 4.182 -2.348 -0.103
H 3.343 -2.378 1.277
H 3.347 -0.873 0.426
H 3.461 -3.987 -0.920
H 2.484 -4.248 0.442
C -1.945 2.403 -1.487
O -2.979 2.430 -2.503
C -3.062 1.215 -3.298
C -3.966 1.403 -4.540
C -3.392 2.563 -5.336
N -5.321 1.745 -4.136
H -1.943 3.216 -0.761
H -0.939 2.340 -1.902
H -2.240 1.543 -0.885
H -2.084 1.005 -3.732
H -3.421 0.433 -2.629
H -3.933 0.482 -5.123
H -2.425 2.351 -5.792
H -3.269 3.407 -4.658
H -4.039 2.965 -6.116
H -5.819 1.821 -5.012
H -5.228 2.714 -3.867
C 0.167 3.514 1.514
O 0.324 2.201 0.813
C 0.074 1.080 1.747
C 0.178 -0.253 1.077
N -1.111 -0.782 0.567
C -2.265 -0.724 1.431
C -3.046 -2.015 1.155
O -2.217 -3.134 1.310
C -2.634 -4.380 0.803
H -0.798 3.576 2.017
H 0.303 4.308 0.780
H 0.827 3.513 2.381
H -0.765 1.291 2.411
H 0.924 1.197 2.420
H 0.546 -0.899 1.874
H 0.827 -0.205 0.202
H -1.149 -1.745 0.265
H -2.759 0.202 1.140
H -1.978 -0.639 2.479
H -3.527 -1.958 0.178
H -3.785 -2.130 1.949
H -2.189 -5.210 1.352
H -2.437 -4.550 -0.255
H -3.699 -4.597 0.893
C -2.087 -5.382 4.452
O -0.864 -4.657 4.869
C -0.583 -3.515 4.060
C 0.173 -2.489 4.896
N 1.484 -3.056 5.113
C 2.545 -2.083 5.593
C 2.883 -0.983 4.520
O 3.654 0.052 5.092
C 5.018 0.046 4.958
H -2.919 -4.751 4.140
H -2.521 -5.855 5.333
H -1.932 -6.051 3.606
H -1.568 -3.112 3.824
H -0.126 -3.760 3.101
H -0.301 -2.366 5.870
H 0.145 -1.519 4.400
H 1.188 -3.857 5.652
H 3.444 -2.632 5.875
H 2.386 -1.584 6.548
H 2.024 -0.434 4.134
H 3.439 -1.303 3.639
H 5.604 0.531 5.738
H 5.329 0.509 4.021
H 5.521 -0.911 5.097
C -0.291 8.739 -0.727
C -1.475 7.878 -0.434
C -1.093 6.790 0.539
O -2.573 8.645 -0.073
H -0.022 9.139 0.250
H -0.566 9.577 -1.368
H 0.628 8.244 -1.041
H -1.650 7.415 -1.405
H -0.411 6.116 0.020
H -1.840 6.044 0.809
H -0.737 7.334 1.414
H -2.425 9.463 -0.553
C 2.350 3.323 -2.962
C 2.933 4.745 -3.051
C 2.077 5.694 -2.131
O 4.278 4.730 -2.637
H 1.447 3.261 -3.569
H 1.948 3.063 -1.982
H 3.052 2.575 -3.330
H 2.931 5.121 -4.074
H 2.065 5.439 -1.072
H 1.040 5.590 -2.448
H 2.401 6.730 -2.230
H 4.782 4.098 -3.154
C -0.936 -6.921 -2.304
C 0.293 -6.189 -1.955
C 1.067 -5.639 -3.183
O -0.029 -5.174 -1.131
H -0.678 -7.884 -2.743
H -1.545 -6.394 -3.039
H -1.508 -7.068 -1.388
H 0.937 -6.836 -1.359
H 1.256 -6.428 -3.910
H 1.942 -5.048 -2.910
H 0.511 -4.920 -3.785
H 0.733 -4.595 -1.060
*
```

HOMO energy ... -8.61 eV
Kohn-Sham gap ... 9.15 eV
Calculated total energy ... -55685.043 eV
LUMO ... 0.54 eV
Relative energy (zero: lowest compared OMol25 entry of this formula, charge and spin) ... 50.6 kcal/mol

***

Entry 3:
Computed, not measured: a structure of composition C29H77FeO10 in a non-equilibrium geometry, with ωB97M-V/def2-TZVPD.

```
! RIJCOSX wB97M-V def2-TZVPD def2/J DEFGRID3
* xyz 2 6
Fe 16.499 3.108 -16.106
C 19.067 0.731 -13.787
C 17.861 1.655 -13.622
O 17.221 2.024 -14.777
H 19.805 1.165 -14.460
H 18.747 -0.240 -14.171
H 19.505 0.519 -12.814
H 18.176 2.545 -13.054
H 17.202 1.136 -12.906
C 18.287 5.389 -8.978
C 19.195 5.582 -10.187
C 18.586 5.163 -11.495
O 19.568 6.966 -10.257
H 17.429 6.059 -9.048
H 18.802 5.580 -8.036
H 17.936 4.355 -8.914
H 20.108 4.995 -10.011
H 18.481 4.070 -11.459
H 19.253 5.203 -12.362
H 17.637 5.627 -11.762
H 19.982 7.192 -9.418
C 15.828 3.096 -10.562
C 14.452 2.460 -10.575
C 14.376 1.331 -11.604
O 13.975 2.019 -9.328
H 15.808 4.121 -10.183
H 16.416 3.068 -11.475
H 16.429 2.616 -9.776
H 13.708 3.185 -10.919
H 15.030 0.481 -11.387
H 14.659 1.697 -12.602
H 13.357 0.959 -11.723
H 14.673 1.572 -8.834
C 18.569 6.389 -15.039
C 18.049 5.760 -16.325
C 18.788 6.211 -17.561
O 18.186 4.289 -16.202
H 19.632 6.139 -14.998
H 18.019 5.932 -14.220
H 18.460 7.469 -15.074
H 16.969 5.933 -16.431
H 18.812 7.303 -17.605
H 18.273 5.973 -18.494
H 19.815 5.845 -17.588
H 19.124 4.135 -15.971
C 12.903 1.653 -17.643
C 13.506 2.322 -16.428
C 12.806 1.982 -15.126
O 14.906 1.833 -16.304
H 12.676 0.597 -17.511
H 13.547 1.809 -18.510
H 11.965 2.157 -17.887
H 13.536 3.410 -16.533
H 11.759 2.276 -15.098
H 13.298 2.527 -14.313
H 12.908 0.929 -14.860
H 14.909 0.873 -16.135
C 22.781 4.168 -17.151
C 21.732 3.188 -16.627
C 22.360 1.858 -16.248
O 21.121 3.789 -15.476
H 23.374 3.820 -17.996
H 23.455 4.515 -16.367
H 22.270 5.072 -17.499
H 20.994 3.084 -17.427
H 21.591 1.255 -15.762
H 23.239 1.948 -15.611
H 22.713 1.327 -17.135
H 21.783 3.792 -14.747
C 16.750 0.217 -18.997
C 17.459 0.532 -17.694
C 18.860 -0.037 -17.666
O 17.586 1.991 -17.485
H 17.299 0.670 -19.825
H 15.748 0.648 -19.032
H 16.672 -0.862 -19.100
H 16.890 0.141 -16.851
H 19.499 0.250 -18.505
H 18.790 -1.126 -17.749
H 19.380 0.144 -16.725
H 18.195 2.292 -18.172
C 14.058 -1.830 -13.472
C 15.099 -1.280 -14.436
C 16.304 -2.206 -14.545
O 14.576 -1.089 -15.773
H 14.277 -1.622 -12.429
H 13.900 -2.900 -13.627
H 13.092 -1.372 -13.714
H 15.400 -0.297 -14.057
H 17.148 -1.696 -15.017
H 16.060 -3.129 -15.067
H 16.681 -2.452 -13.547
H 14.105 -1.900 -15.998
C 17.648 -0.677 -10.167
C 18.785 -0.626 -9.152
C 19.636 0.599 -9.406
O 18.098 -0.524 -7.907
H 17.029 0.209 -9.987
H 16.994 -1.542 -10.089
H 18.029 -0.540 -11.184
H 19.387 -1.538 -9.213
H 19.076 1.539 -9.355
H 20.133 0.594 -10.382
H 20.446 0.731 -8.682
H 18.741 -0.553 -7.189
C 21.613 3.021 -11.945
C 22.774 3.943 -12.174
C 23.994 3.634 -11.316
O 23.145 3.739 -13.563
H 20.695 3.307 -12.467
H 21.303 3.036 -10.895
H 21.816 1.973 -12.174
H 22.522 4.993 -11.996
H 23.816 3.829 -10.257
H 24.843 4.215 -11.673
H 24.238 2.571 -11.363
H 23.799 4.406 -13.805
*
```

HOMO energy (alpha / beta) ... -14.02 / -14.02 eV
Kohn-Sham gap (alpha / beta) ... 7.14 / 5.02 eV
Calculated total energy ... -86168.443 eV
LUMO (alpha / beta) ... -6.88 / -9.00 eV
Relative energy (zero: lowest compared OMol25 entry of this formula, charge and spin) ... 0.0 kcal/mol

***

Entry 4:
Computed, not measured: a structure of composition C29H78F3HfN6O13S in a non-equilibrium geometry, with ωB97M-V/def2-TZVPD.

```
! RIJCOSX wB97M-V def2-TZVPD def2/J DEFGRID3
* xyz 3 1
Hf -8.368 4.744 22.036
C -8.790 0.083 23.474
F -7.486 0.364 23.688
F -8.932 -0.495 22.297
F -9.234 -0.675 24.417
S -9.675 1.710 23.432
O -10.825 1.459 22.605
O -9.971 2.095 24.783
O -8.763 2.700 22.759
C -12.567 0.819 27.096
C -11.352 0.023 27.575
C -11.334 -1.339 26.913
O -12.549 -1.978 27.188
C -12.878 -2.978 26.229
N -10.083 0.711 27.247
H -12.345 1.888 27.182
H -13.464 0.661 27.699
H -12.885 0.559 26.081
H -11.407 -0.170 28.646
H -10.486 -1.954 27.234
H -11.279 -1.195 25.820
H -12.188 -3.824 26.317
H -12.853 -2.558 25.216
H -13.899 -3.295 26.421
H -10.136 1.353 26.462
H -9.833 1.268 28.059
C -9.204 6.148 26.427
C -8.261 5.343 25.568
C -7.748 4.173 26.402
O -7.228 3.148 25.551
C -6.611 2.082 26.278
N -9.112 4.803 24.327
H -9.438 7.120 25.995
H -8.773 6.405 27.401
H -10.112 5.591 26.671
H -7.384 5.905 25.245
H -8.518 3.719 27.031
H -6.898 4.549 26.978
H -6.019 2.413 27.139
H -5.891 1.599 25.619
H -7.350 1.362 26.637
H -9.999 5.283 24.532
H -9.237 3.861 24.737
C -7.585 -3.073 19.902
C -6.101 -3.400 19.944
C -5.669 -4.072 21.223
O -4.278 -4.200 21.252
C -3.779 -4.649 22.503
N -5.699 -4.069 18.716
H -8.100 -4.022 20.131
H -7.924 -2.758 18.918
H -8.005 -2.471 20.713
H -5.603 -2.397 19.990
H -6.185 -5.036 21.345
H -6.025 -3.377 22.007
H -3.889 -5.714 22.700
H -4.076 -3.932 23.274
H -2.703 -4.476 22.392
H -5.970 -3.540 17.896
H -4.690 -4.164 18.680
C -13.080 8.213 24.315
C -12.093 7.062 24.488
C -12.734 5.757 24.084
O -11.860 4.701 24.460
C -12.488 3.383 24.422
N -10.785 7.333 23.745
H -14.003 8.022 24.856
H -13.261 8.471 23.270
H -12.608 9.090 24.766
H -11.775 7.112 25.532
H -12.888 5.809 22.990
H -13.682 5.663 24.613
H -12.799 3.190 23.393
H -13.291 3.363 25.149
H -11.686 2.684 24.641
H -11.169 7.668 22.850
H -10.517 8.228 24.163
C -4.083 3.400 23.253
C -5.303 3.682 22.393
C -5.777 2.471 21.668
O -6.975 2.762 20.950
C -7.287 1.731 20.010
N -6.457 4.236 23.189
H -3.477 4.266 23.519
H -3.370 2.698 22.811
H -4.369 2.888 24.180
H -4.893 4.356 21.628
H -5.941 1.601 22.311
H -4.958 2.204 20.990
H -6.635 1.833 19.143
H -8.332 1.722 19.713
H -7.125 0.757 20.478
H -5.978 5.092 23.549
H -6.592 3.814 24.175
C -6.615 -2.980 25.184
C -7.760 -3.138 26.164
C -8.218 -4.535 26.492
O -8.336 -5.249 25.281
C -9.193 -6.386 25.339
N -7.456 -2.321 27.364
H -6.739 -2.163 24.466
H -6.308 -3.913 24.712
H -5.687 -2.651 25.672
H -8.656 -2.667 25.715
H -9.128 -4.604 27.090
H -7.336 -4.964 27.006
H -8.801 -7.073 26.098
H -9.061 -6.847 24.366
H -10.229 -6.130 25.567
H -7.430 -1.360 27.044
H -8.201 -2.396 28.050
C -11.591 3.987 21.348
C -10.783 3.377 20.221
O -9.372 3.823 20.230
O -10.694 4.544 22.305
H -12.236 3.225 21.774
H -12.168 4.782 20.868
H -11.244 3.468 19.235
H -10.785 2.284 20.314
H -9.137 3.663 19.299
H -11.169 4.914 23.107
C -12.765 -0.900 22.224
C -13.523 0.177 21.465
O -14.210 -0.348 20.367
O -13.730 -1.682 23.001
H -12.195 -0.532 23.072
H -12.263 -1.583 21.539
H -12.831 0.906 21.021
H -14.161 0.742 22.156
H -15.078 -0.671 20.625
H -14.612 -1.635 22.622
*
```

HOMO energy ... -13.54 eV
Kohn-Sham gap ... 1.62 eV
Calculated total energy ... -87159.278 eV
LUMO ... -11.92 eV
Relative energy (zero: lowest compared OMol25 entry of this formula, charge and spin) ... 36.7 kcal/mol